(1)
C33H44Cl2FN6O5TeV as an isolated structure in a non-equilibrium geometry, computed with ωB97M-V with the def2-TZVPD basis set.

Each line ends with the Mulliken charge.
Element x y z (Å)
1 V 2.12 0.07 -0.33  0.168
2 C 1.87 -5.41 0.63  -1.574
3 C 2.71 -4.13 0.28  0.570
4 C 2.08 -3.59 -1.00  -1.353
5 C 2.99 -3.29 1.44  -1.012
6 C 3.60 -3.83 2.57  -0.399
7 C 4.07 -3.13 3.68  -1.404
8 C 3.87 -1.74 3.66  -0.041
9 C 3.11 -1.13 2.68  -0.227
10 C 2.67 0.36 2.89  2.158
11 C 3.93 1.29 2.97  -1.153
12 C 1.70 0.82 4.01  -1.892
13 C 2.64 -1.88 1.53  1.002
14 N 1.52 -1.37 0.88  2.014
15 C 0.26 -1.73 1.27  -0.924
16 C 0.11 -2.84 2.14  -0.347
17 C -1.08 -3.25 2.73  -0.797
18 C -2.34 -2.64 2.31  -0.408
19 C -2.35 -1.61 1.40  -1.105
20 C -1.07 -1.05 0.86  1.785
21 F -1.30 -1.29 -0.69  -0.455
22 H 2.33 -6.06 1.37  0.408
23 H 1.79 -5.95 -0.33  0.448
24 H 0.87 -5.11 0.93  0.350
25 H 3.69 -4.54 -0.01  0.579
26 H 0.95 -3.52 -0.87  0.209
27 H 2.24 -4.26 -1.86  0.523
28 H 2.40 -2.58 -1.33  -0.052
29 H 3.72 -4.89 2.57  0.429
30 H 4.38 -3.60 4.64  0.304
31 H 4.28 -1.15 4.48  0.480
32 H 2.07 0.67 2.02  -1.037
33 H 3.72 1.90 3.88  0.537
34 H 3.87 2.01 2.14  -0.194
35 H 4.89 0.78 2.98  0.436
36 H 2.08 0.77 4.99  0.528
37 H 0.81 0.14 3.97  0.322
38 H 1.30 1.78 3.70  0.447
39 H 1.06 -3.31 2.42  0.771
40 H -1.08 -3.93 3.62  0.393
41 H -3.28 -2.99 2.85  0.312
42 H -3.27 -1.07 1.02  0.079
43 O -4.41 2.61 0.52  -0.394
44 Cl -4.69 1.80 1.77  0.758
45 O -5.68 0.67 1.64  -0.377
46 O -0.87 0.19 1.15  -0.766
47 O -5.52 1.69 -1.69  -0.434
48 Cl 4.53 0.07 -2.09  -0.188
49 C 3.95 -0.60 -0.56  -0.600
50 H 4.52 -0.19 0.25  0.375
51 H 3.95 -1.69 -0.59  0.232
52 O 0.69 -0.75 -2.70  -0.614
53 N 1.33 -0.43 -1.75  0.456
54 C -8.20 -1.46 -5.61  -1.395
55 C -6.76 -1.24 -5.26  0.694
56 C -6.25 -1.63 -4.01  -0.960
57 C -5.06 -1.12 -3.54  1.033
58 C -4.43 -1.83 -2.29  -1.575
59 C -4.58 0.04 -4.12  -0.093
60 Te -4.11 1.59 -2.77  1.126
61 C -4.96 0.40 -5.43  0.996
62 C -4.60 1.71 -6.16  -1.844
63 C -5.96 -0.38 -6.05  -0.843
64 H -8.74 -1.96 -4.84  0.401
65 H -8.22 -2.13 -6.52  0.339
66 H -8.78 -0.52 -5.81  0.315
67 H -6.77 -2.37 -3.41  0.347
68 H -4.95 -2.77 -2.18  0.442
69 H -4.56 -1.30 -1.34  0.364
70 H -3.34 -1.93 -2.38  0.409
71 H -3.72 2.20 -5.85  0.517
72 H -5.43 2.44 -6.04  0.379
73 H -4.52 1.53 -7.26  0.363
74 H -6.11 -0.32 -7.13  0.394
75 C 1.85 5.98 2.92  -1.260
76 C 2.91 5.92 1.74  0.941
77 C 4.24 5.27 2.12  -1.191
78 C 2.22 5.59 0.42  -1.074
79 N 2.23 4.15 -0.09  0.508
80 C 3.27 3.44 -0.64  -0.409
81 N 2.91 2.18 -0.66  -0.148
82 N 1.73 2.10 -0.11  0.594
83 N 1.30 3.27 0.29  -0.969
84 H 0.87 5.71 2.52  0.313
85 H 1.72 7.05 3.16  0.308
86 H 2.01 5.41 3.81  0.352
87 H 3.17 6.96 1.66  0.250
88 H 4.05 4.23 2.42  0.095
89 H 4.86 5.78 2.90  0.398
90 H 4.91 5.18 1.25  0.341
91 H 2.69 6.18 -0.38  0.313
92 H 1.13 5.73 0.55  0.400
93 H 4.20 3.79 -0.95  0.501

Computed properties:
HOMO-LUMO gap (spin up / spin down) (eV): 2.736 / 2.764
Total charge: +1
ΔE to the lowest compared entry with this formula, charge and spin (eV): 2.722
HOMO energy (spin up / spin down) (eV): -9.20 / -9.22
Spin multiplicity: 2



(2)
C33H44Cl3IN5O5SiV as an isolated structure, computed with ωB97M-V with the def2-TZVPD basis set.

Each line ends with the Mulliken charge.
Element x y z (Å)
1 V 0.33 0.34 -0.50  0.966
2 C -0.87 -4.09 -1.05  -1.226
3 C 0.57 -3.77 -1.32  0.622
4 N 1.37 -4.75 -1.67  -0.652
5 C 2.67 -4.49 -1.91  -1.081
6 C 3.23 -3.24 -1.85  0.632
7 C 4.69 -3.08 -2.17  -0.872
8 O 5.43 -2.48 -1.11  -0.534
9 C 2.39 -2.16 -1.50  -0.443
10 C 2.94 -0.83 -1.49  -0.808
11 N 2.34 0.31 -1.32  0.614
12 C 3.17 1.46 -1.60  -0.345
13 C 4.25 1.36 -2.48  -0.771
14 C 5.08 2.44 -2.72  -0.811
15 C 4.85 3.65 -2.09  -0.641
16 C 3.74 3.78 -1.26  -0.684
17 C 2.90 2.70 -1.04  0.716
18 I 1.15 3.03 0.03  0.379
19 C 1.04 -2.42 -1.20  0.842
20 O 0.22 -1.51 -0.78  0.092
21 H -1.18 -4.92 -1.68  0.475
22 H -1.50 -3.22 -1.24  0.009
23 H -1.00 -4.38 -0.01  0.291
24 H 3.28 -5.35 -2.18  0.391
25 H 4.84 -2.43 -3.03  0.306
26 H 5.11 -4.06 -2.43  0.424
27 H 5.34 -3.02 -0.32  0.350
28 H 4.01 -0.82 -1.65  0.932
29 H 4.43 0.45 -3.04  0.541
30 H 5.91 2.34 -3.41  0.398
31 H 5.49 4.50 -2.26  0.399
32 H 3.52 4.74 -0.81  0.422
33 C -2.11 4.65 -2.33  -1.031
34 C -3.20 4.38 -1.30  -1.383
35 C -3.42 2.88 -1.00  2.717
36 C -4.58 2.74 0.01  -1.679
37 C -5.04 1.31 0.24  -0.768
38 C -3.80 2.22 -2.31  -0.474
39 O -4.84 2.45 -2.88  -0.663
40 N -2.87 1.37 -2.87  0.298
41 C -1.70 0.96 -2.26  -0.474
42 O -0.89 0.26 -2.84  -0.736
43 N -1.44 1.35 -0.98  1.650
44 C -2.13 2.34 -0.37  -1.374
45 O -1.73 2.84 0.68  -0.635
46 H -1.95 5.72 -2.46  0.483
47 H -2.37 4.24 -3.31  0.283
48 H -1.15 4.21 -2.03  0.065
49 H -4.15 4.79 -1.63  0.487
50 H -2.94 4.85 -0.35  0.460
51 H -5.41 3.35 -0.36  0.410
52 H -4.23 3.18 0.94  0.522
53 H -5.47 0.88 -0.66  0.285
54 H -5.80 1.28 1.02  0.529
55 H -4.21 0.67 0.56  -0.094
56 H -3.06 1.00 -3.79  0.328
57 C 0.37 1.75 3.13  -1.482
58 Si 0.51 0.12 2.15  1.190
59 C 2.22 -0.60 2.69  2.503
60 C 2.35 -0.71 4.21  -1.990
61 C 2.53 -1.97 2.08  -2.380
62 C 3.30 0.38 2.20  -1.898
63 C -1.01 -0.90 2.77  2.572
64 C -2.25 -0.27 2.12  -2.038
65 C -0.95 -2.37 2.33  -2.376
66 C -1.22 -0.85 4.29  -1.877
67 H 0.24 1.54 4.19  0.449
68 H -0.49 2.34 2.80  0.121
69 H 1.26 2.38 3.03  0.420
70 H 1.70 -1.49 4.62  0.390
71 H 2.12 0.23 4.72  0.336
72 H 3.38 -0.98 4.47  0.507
73 H 1.87 -2.75 2.46  0.228
74 H 3.56 -2.26 2.33  0.547
75 H 2.44 -1.97 1.00  0.626
76 H 3.18 1.38 2.61  0.326
77 H 3.32 0.46 1.11  0.211
78 H 4.29 0.02 2.51  0.530
79 H -2.22 -0.36 1.03  -0.433
80 H -2.35 0.79 2.36  0.277
81 H -3.16 -0.78 2.47  0.723
82 H -0.74 -2.46 1.26  0.300
83 H -1.92 -2.85 2.52  0.537
84 H -0.19 -2.93 2.88  0.399
85 H -1.40 0.16 4.64  0.408
86 H -0.37 -1.26 4.84  0.281
87 H -2.10 -1.45 4.55  0.496
88 Cl -6.65 -2.02 -2.02  -0.096
89 C -5.22 -2.97 -1.59  0.749
90 Cl -5.54 -3.96 -0.16  -0.095
91 Cl -4.72 -3.99 -2.95  -0.091
92 C -4.13 -2.05 -1.28  -0.281
93 N -3.26 -1.34 -1.04  -0.228

Computed properties:
HOMO-LUMO gap (spin up / spin down) (eV): 7.062 / 6.409
ΔE to the lowest compared entry with this formula, charge and spin (eV): 0.000
HOMO energy (spin up / spin down) (eV): -7.91 / -7.41
Spin multiplicity: 3



(3)
C33H45CaN2OSSi4 as an isolated structure, computed with ωB97M-V with the def2-TZVPD basis set.

Each line ends with the Mulliken charge.
Element x y z (Å)
1 Ca 0.21 -0.12 0.07  1.556
2 C -1.59 3.30 2.72  -0.934
3 C -0.73 2.46 2.00  -0.461
4 N -1.06 1.23 1.64  -0.239
5 C -2.28 0.75 1.98  -0.006
6 C -3.20 1.52 2.70  1.326
7 C -2.82 2.82 3.07  -0.631
8 C -4.50 0.98 3.02  -0.998
9 C -4.84 -0.26 2.63  -0.977
10 C -3.92 -1.08 1.89  1.220
11 C -4.26 -2.37 1.45  -0.613
12 C -3.36 -3.10 0.73  -0.970
13 C -2.11 -2.53 0.46  -0.406
14 N -1.76 -1.33 0.86  -0.328
15 C -2.65 -0.59 1.56  -0.177
16 H -1.27 4.29 2.98  0.441
17 H 0.25 2.81 1.71  0.610
18 H -3.52 3.44 3.62  0.440
19 H -5.19 1.60 3.58  0.411
20 H -5.81 -0.66 2.87  0.417
21 H -5.24 -2.77 1.68  0.448
22 H -3.59 -4.09 0.37  0.444
23 H -1.37 -3.09 -0.12  0.546
24 C 2.90 2.78 -1.86  -0.837
25 Si 2.43 1.46 -3.13  0.274
26 C 2.69 2.20 -4.83  -1.031
27 C 3.66 0.03 -2.94  -0.625
28 Si 0.30 0.67 -2.65  0.458
29 Si -0.13 -1.19 -3.96  0.370
30 C 0.17 -0.98 -5.80  -1.000
31 C 0.96 -2.62 -3.37  -0.998
32 C -1.92 -1.74 -3.72  -1.030
33 Si -1.29 2.31 -3.04  0.309
34 C -2.96 1.70 -2.42  -0.888
35 C -0.88 3.85 -2.03  -0.921
36 C -1.49 2.83 -4.83  -1.024
37 H 3.96 3.05 -1.94  0.351
38 H 2.72 2.45 -0.84  0.040
39 H 2.32 3.69 -2.02  0.342
40 H 3.73 2.54 -4.95  0.370
41 H 2.03 3.05 -4.99  0.284
42 H 2.48 1.46 -5.61  0.257
43 H 4.68 0.40 -2.78  0.433
44 H 3.68 -0.58 -3.84  0.417
45 H 3.40 -0.63 -2.10  -0.279
46 H 1.21 -0.70 -6.00  0.256
47 H -0.46 -0.18 -6.20  0.257
48 H -0.05 -1.89 -6.35  0.374
49 H 2.01 -2.43 -3.58  0.242
50 H 0.68 -3.55 -3.86  0.424
51 H 0.87 -2.77 -2.29  0.155
52 H -2.61 -1.08 -4.25  0.277
53 H -2.21 -1.72 -2.67  0.190
54 H -2.06 -2.75 -4.11  0.385
55 H -2.89 1.34 -1.38  0.066
56 H -3.35 0.87 -3.02  0.263
57 H -3.70 2.50 -2.44  0.406
58 H -0.75 3.61 -0.97  0.115
59 H -1.69 4.58 -2.11  0.396
60 H 0.04 4.33 -2.38  0.263
61 H -1.77 1.98 -5.46  0.268
62 H -0.54 3.22 -5.22  0.259
63 H -2.25 3.61 -4.94  0.373
64 O 1.98 -0.75 1.14  -0.507
65 S 2.86 -1.11 2.34  -0.220
66 C 3.55 -2.69 1.94  0.530
67 C 4.04 -2.93 0.66  -0.257
68 C 4.57 -4.18 0.39  -0.722
69 C 4.62 -5.15 1.38  -0.438
70 C 4.13 -4.89 2.65  -0.601
71 C 3.57 -3.65 2.94  -0.333
72 C 4.30 -0.07 2.15  0.689
73 C 5.23 -0.05 3.18  -0.603
74 C 6.34 0.76 3.05  -0.620
75 C 6.52 1.53 1.91  -0.642
76 C 5.58 1.49 0.89  -0.550
77 C 4.46 0.68 1.00  0.018
78 H 4.01 -2.16 -0.09  0.309
79 H 4.96 -4.39 -0.60  0.434
80 H 5.05 -6.12 1.16  0.403
81 H 4.16 -5.66 3.41  0.399
82 H 3.17 -3.44 3.92  0.446
83 H 5.08 -0.64 4.08  0.413
84 H 7.08 0.79 3.85  0.388
85 H 7.40 2.16 1.81  0.405
86 H 5.72 2.09 -0.01  0.435
87 H 3.73 0.64 0.20  0.268

Computed properties:
HOMO-LUMO gap (eV): 5.667
Total charge: +1
HOMO energy (eV): -8.90



(4)
C33H45CaN5S as an isolated structure in a non-equilibrium geometry, computed with ωB97M-V with the def2-TZVPD basis set.

Each line ends with the Mulliken charge.
Element x y z (Å)
1 Ca 0.00 -0.70 0.46  0.792
2 N -0.18 -2.69 1.83  0.110
3 N 0.49 -2.71 -1.50  0.757
4 C 2.11 1.34 -0.50  1.144
5 C 2.97 0.25 -0.20  0.817
6 C 2.73 -0.13 1.15  1.009
7 C 3.40 -1.24 1.87  -1.958
8 H 4.01 -1.85 1.19  0.457
9 H 2.68 -1.91 2.36  0.308
10 H 4.07 -0.85 2.66  0.401
11 C 1.77 0.76 1.70  -0.578
12 C 1.32 0.76 3.12  -0.629
13 H 2.00 1.35 3.75  0.387
14 H 1.29 -0.26 3.54  0.222
15 H 0.32 1.19 3.25  -0.268
16 C 1.36 1.66 0.67  0.421
17 C 0.39 2.77 0.79  -1.205
18 H -0.48 2.50 1.41  -0.070
19 H 0.00 3.08 -0.19  0.339
20 H 0.85 3.66 1.25  0.309
21 C 3.96 -0.39 -1.09  -1.739
22 H 4.93 -0.51 -0.58  0.400
23 H 4.13 0.20 -2.00  0.444
24 H 3.63 -1.39 -1.40  0.110
25 C 2.04 2.08 -1.78  -1.636
26 H 1.00 2.16 -2.14  0.131
27 H 2.60 1.57 -2.57  0.154
28 H 2.44 3.10 -1.70  0.407
29 C -1.03 -3.03 2.82  -0.436
30 H -1.06 -2.36 3.69  0.318
31 C -1.84 -4.16 2.74  -0.802
32 H -2.57 -4.34 3.54  0.332
33 C -1.70 -5.03 1.65  -0.600
34 H -2.32 -5.93 1.59  0.333
35 C -0.77 -4.75 0.67  -0.858
36 H -0.58 -5.39 -0.19  0.273
37 C -0.02 -3.54 0.76  1.526
38 C 0.90 -3.08 -0.23  -2.062
39 H 1.88 -2.68 0.08  0.349
40 C 0.39 -1.37 -1.87  -1.235
41 C 0.27 -3.54 -2.62  -0.920
42 H 0.27 -4.61 -2.53  0.464
43 C 0.20 -2.74 -3.68  -0.545
44 H 0.07 -2.96 -4.72  0.500
45 N 0.32 -1.42 -3.22  1.139
46 C 0.40 -0.27 -4.07  -0.330
47 C 1.61 0.02 -4.73  1.043
48 C 1.66 1.14 -5.56  -0.830
49 H 2.59 1.36 -6.09  0.241
50 C 0.55 1.97 -5.73  0.967
51 C 0.60 3.16 -6.64  -1.488
52 H 0.57 4.10 -6.06  0.295
53 H -0.25 3.18 -7.32  0.350
54 H 1.53 3.16 -7.23  0.360
55 C -0.63 1.67 -5.05  -1.188
56 H -1.51 2.31 -5.18  0.290
57 C -0.72 0.56 -4.20  1.337
58 C -2.01 0.25 -3.50  -1.530
59 H -2.41 -0.73 -3.81  0.301
60 H -2.75 1.01 -3.77  0.441
61 H -1.92 0.25 -2.40  0.206
62 C 2.84 -0.83 -4.58  -1.853
63 H 2.88 -1.59 -5.37  0.365
64 H 2.92 -1.34 -3.62  0.094
65 H 3.73 -0.20 -4.70  0.468
66 C -3.96 -0.43 5.35  -1.244
67 C -2.67 0.35 5.35  -0.490
68 N -2.00 0.42 4.00  0.170
69 C -2.63 0.87 2.87  1.185
70 S -2.51 0.04 1.36  -0.972
71 N -3.38 1.96 2.94  1.529
72 C -3.33 3.02 3.98  -3.057
73 C -1.93 3.45 4.35  -0.879
74 H -4.72 0.04 4.71  0.204
75 H -4.35 -0.45 6.37  0.691
76 H -3.80 -1.46 5.02  0.141
77 H -2.79 1.37 5.74  0.266
78 H -1.94 -0.13 6.01  0.471
79 H -1.48 -0.44 3.81  -0.238
80 H -3.95 2.14 2.11  -0.406
81 H -3.89 3.86 3.57  1.255
82 H -3.89 2.66 4.86  -0.018
83 H -1.42 3.93 3.50  0.365
84 H -1.99 4.18 5.15  0.555
85 H -1.31 2.61 4.70  0.125

Computed properties:
HOMO-LUMO gap (spin up / spin down) (eV): 1.726 / 1.955
Total charge: -2
HOMO energy (spin up / spin down) (eV): 2.18 / 1.93



(5)
C33H45Cl2O2P3Tc as an isolated structure in a non-equilibrium geometry, computed with ωB97M-V with the def2-TZVPD basis set.

Each line ends with the Mulliken charge.
Element x y z (Å)
1 P 1.06 1.48 -4.51  1.442
2 C 2.80 1.71 -4.87  0.551
3 C 3.38 1.16 -6.03  0.072
4 H 2.80 0.50 -6.67  0.391
5 C 4.70 1.47 -6.34  -0.770
6 H 5.15 1.04 -7.24  0.437
7 C 5.45 2.31 -5.52  -0.495
8 H 6.48 2.56 -5.77  0.416
9 C 4.87 2.86 -4.36  -0.812
10 H 5.44 3.52 -3.71  0.418
11 C 3.55 2.55 -4.03  -0.771
12 H 3.08 2.97 -3.13  0.415
13 C 0.47 0.08 -5.47  0.155
14 C 1.04 -1.18 -5.25  -0.150
15 H 1.88 -1.28 -4.55  0.665
16 C 0.56 -2.30 -5.93  -0.841
17 H 0.99 -3.28 -5.72  0.467
18 C -0.46 -2.15 -6.88  -0.673
19 H -0.82 -3.02 -7.43  0.449
20 C -1.00 -0.89 -7.14  -0.790
21 H -1.77 -0.77 -7.90  0.452
22 C -0.55 0.23 -6.43  -0.599
23 H -0.97 1.21 -6.64  0.437
24 C 0.18 2.98 -4.94  0.343
25 C 0.53 3.65 -6.13  -0.507
26 H 1.32 3.24 -6.76  0.472
27 C -0.11 4.83 -6.49  -0.639
28 H 0.17 5.33 -7.41  0.424
29 C -1.12 5.36 -5.67  -0.599
30 H -1.63 6.28 -5.96  0.414
31 C -1.46 4.71 -4.48  -0.896
32 H -2.24 5.12 -3.84  0.444
33 C -0.80 3.54 -4.09  -0.063
34 H -1.01 3.08 -3.13  0.406
35 Tc 0.15 -0.03 -0.31  -1.549
36 C -1.65 -1.08 -0.62  -1.218
37 C -2.18 -1.06 -1.87  0.455
38 H -2.18 -1.59 0.20  0.795
39 C -1.39 -0.29 -2.89  1.014
40 O -2.22 0.79 -3.37  -0.799
41 H -1.72 1.36 -3.99  0.249
42 C -0.18 0.24 -2.23  1.178
43 H -1.09 -0.95 -3.73  -0.409
44 C 0.85 1.00 -2.54  0.071
45 Cl -0.45 -0.64 1.97  -0.361
46 Cl 2.24 0.91 0.35  -0.410
47 P 1.24 -2.03 -0.37  1.268
48 C 2.11 -2.53 1.16  -1.264
49 H 1.38 -2.92 1.88  0.375
50 H 2.61 -1.66 1.59  0.354
51 H 2.85 -3.31 0.91  0.492
52 C 0.31 -3.55 -0.78  -1.290
53 H -0.17 -3.43 -1.76  0.153
54 H -0.47 -3.71 -0.02  0.339
55 H 0.98 -4.41 -0.80  0.504
56 C 2.58 -2.04 -1.61  -1.198
57 H 3.10 -1.08 -1.57  0.344
58 H 2.15 -2.19 -2.61  0.055
59 H 3.27 -2.86 -1.37  0.598
60 P -3.76 -1.77 -2.41  1.442
61 C -4.39 -2.79 -1.10  -1.259
62 C -3.35 -2.68 -3.90  -1.199
63 H -4.60 -2.18 -0.22  0.419
64 H -3.66 -3.57 -0.84  0.391
65 H -5.32 -3.26 -1.45  0.438
66 H -2.97 -2.00 -4.67  0.241
67 H -4.25 -3.19 -4.26  0.520
68 H -2.57 -3.43 -3.67  0.376
69 C -4.86 -0.42 -2.79  -1.255
70 H -4.99 0.21 -1.90  0.409
71 H -5.84 -0.82 -3.10  0.506
72 H -4.42 0.19 -3.59  0.320
73 H 1.62 1.42 -1.91  -0.060
74 C -2.67 3.16 1.28  -0.632
75 C -1.55 3.11 2.31  -0.614
76 C -0.36 2.64 1.49  -0.611
77 O -0.90 1.86 0.38  0.285
78 C -2.35 1.96 0.40  -0.252
79 H -3.66 3.10 1.71  0.388
80 H -2.59 4.08 0.69  0.293
81 H -1.77 2.37 3.08  0.267
82 H -1.36 4.07 2.80  0.382
83 H 0.18 3.48 1.03  0.258
84 H 0.35 2.02 2.04  0.306
85 H -2.77 1.04 0.83  0.158
86 H -2.69 2.05 -0.64  0.075

Computed properties:
HOMO-LUMO gap (spin up / spin down) (eV): 8.042 / 7.534
Total charge: +2
HOMO energy (spin up / spin down) (eV): -13.07 / -14.12
Spin multiplicity: 4



These records have E values of -4220.02891, -4845.74457, -3702.98817, -2633.94077, -3459.70502 Eh, in the order they appear.